Computed, not measured: C12H24CdO16S as an isolated structure in a non-equilibrium geometry, with the ωB97M-V functional and the def2-TZVPD basis.

Results
E_HOMO = -6.90 eV
LUMO energy = -0.001 hartree
Kohn-Sham gap = 6.9 eV
Multiplicity = 1

Element x y z (Å)
Cd: 11.999 -12.765 9.649
S: 14.263 -13.786 9.005
O: 13.956 -12.490 9.573
O: 15.033 -13.589 7.859
O: 14.901 -14.671 9.984
O: 12.895 -14.235 8.686
C: 9.428 -15.711 7.949
O: 8.578 -14.552 8.080
C: 9.068 -13.446 8.741
O: 10.041 -13.416 9.410
O: 8.318 -12.306 8.436
C: 7.045 -12.305 7.754
H: 10.423 -15.544 8.360
H: 9.571 -15.789 6.871
H: 8.932 -16.649 8.201
H: 6.367 -13.045 8.180
H: 7.065 -12.492 6.680
H: 6.578 -11.332 7.909
C: 13.037 -7.537 10.297
O: 12.868 -8.918 10.445
C: 11.659 -9.587 10.214
O: 11.568 -10.823 10.157
O: 10.687 -8.700 10.000
C: 9.383 -9.149 9.687
H: 12.445 -6.871 10.924
H: 12.876 -7.282 9.250
H: 13.950 -7.077 10.675
H: 9.141 -10.210 9.746
H: 9.222 -8.958 8.626
H: 8.585 -8.675 10.258
C: 10.380 -9.942 5.882
O: 11.774 -10.259 5.815
C: 12.486 -10.944 6.786
O: 12.024 -11.620 7.702
O: 13.770 -10.987 6.431
C: 14.335 -10.270 5.395
H: 9.772 -10.846 5.887
H: 10.139 -9.339 5.007
H: 10.081 -9.351 6.748
H: 15.420 -10.229 5.491
H: 14.033 -9.224 5.451
H: 13.925 -10.702 4.483
C: 12.367 -16.769 10.782
O: 12.548 -16.007 11.984
C: 12.107 -14.777 12.165
O: 11.881 -13.923 11.274
O: 11.887 -14.638 13.478
C: 11.749 -13.371 14.100
H: 11.412 -17.292 10.821
H: 13.240 -17.412 10.673
H: 12.345 -16.225 9.837
H: 12.600 -13.243 14.769
H: 10.823 -13.450 14.669
H: 11.657 -12.569 13.367

Atomic partial charges in e from the natural (NBO) method, atoms 1 to 6: 1.79 2.63 -1.19 -1.04 -1.06 -1.21

Computed, not measured: an isolated ion of composition C11H19N2 and charge +1 in a non-equilibrium geometry, with the ωB97M-V functional and the def2-TZVPD basis.

Results
E_HOMO = -12.85 eV
LUMO energy = -0.148 hartree
Structure (SMILES) = CC1(C)CN[C@H]2CCCC3=[N+]1[C@]32C
Net charge = +1
Kohn-Sham gap = 8.8 eV
Multiplicity = 1

Element x y z (Å)
C: -0.139 -0.630 -0.913
C: 1.421 -1.809 1.119
C: 1.963 -1.687 -0.243
C: -0.094 -2.330 1.289
C: 0.431 1.777 -0.259
C: 1.380 -0.341 -0.950
C: -0.668 -1.310 0.408
C: -0.861 1.373 0.387
C: -0.969 -0.781 -2.197
C: -2.084 1.911 -0.309
C: -0.939 1.662 1.903
N: 1.633 0.842 -0.097
N: -0.751 -0.056 0.241
H: 2.055 -2.624 1.706
H: 1.588 -0.909 1.526
H: 3.128 -1.710 -0.417
H: 1.606 -2.323 -1.028
H: -0.247 -3.249 0.941
H: -0.343 -2.274 2.394
H: 0.279 1.859 -1.330
H: 0.745 2.785 0.094
H: 1.790 -0.208 -1.950
H: -0.885 -1.785 -2.759
H: -0.539 0.027 -2.783
H: -2.014 -0.553 -2.083
H: -2.994 1.317 -0.017
H: -1.899 1.730 -1.505
H: -2.238 2.925 0.024
H: -1.063 2.753 2.052
H: 0.042 1.172 2.536
H: -1.788 1.126 2.355
H: 2.453 1.322 -0.134

Atomic partial charges in e from the natural (NBO) method, atoms 1 to 6: 0.15 -0.39 -0.41 -0.44 -0.24 -0.09

Computed, not measured: C27H35N8O4SiTeV as an isolated structure, with the ωB97M-V functional and the def2-TZVPD basis.

Results
E_HOMO (alpha / beta) = -9.77 / -9.77 eV
LUMO energy (alpha / beta) = -0.174 / -0.161 hartree
Net charge = +1
Kohn-Sham gap (alpha / beta) = 5.0 / 5.4 eV
Multiplicity = 2
Expectation value of S² = 0.77

Element x y z (Å)
V: 0.176 -0.670 1.353
C: -2.762 1.197 3.996
C: -1.984 0.333 3.073
N: -0.866 0.655 2.531
N: -0.275 1.861 2.780
C: 0.924 1.806 2.293
O: 1.331 0.680 1.721
C: 1.879 2.911 2.372
C: 3.205 2.708 1.994
C: 4.108 3.754 2.075
C: 3.691 5.000 2.522
C: 2.368 5.203 2.896
C: 1.461 4.161 2.826
C: -2.403 -1.027 2.740
C: -3.560 -1.615 3.212
C: -3.846 -2.921 2.834
C: -2.976 -3.593 1.996
C: -1.828 -2.949 1.567
N: -1.548 -1.702 1.945
H: -2.258 2.147 4.137
H: -2.869 0.695 4.960
H: -3.762 1.369 3.594
H: 3.523 1.734 1.646
H: 5.140 3.596 1.792
H: 4.399 5.816 2.585
H: 2.046 6.175 3.244
H: 0.429 4.305 3.113
H: -4.227 -1.068 3.861
H: -4.745 -3.403 3.193
H: -3.174 -4.603 1.668
H: -1.130 -3.412 0.883
C: -1.052 -5.179 -3.760
O: -1.135 -4.505 -2.500
C: -0.495 -3.348 -2.315
O: -0.531 -2.788 -1.238
N: 0.192 -2.820 -3.378
N: 0.554 -1.451 -3.290
H: -1.529 -6.142 -3.609
H: -0.015 -5.331 -4.058
H: -1.598 -4.632 -4.530
H: -0.114 -3.073 -4.305
H: 1.544 -1.398 -3.073
H: 0.054 -1.070 -2.487
N: 2.367 -4.092 0.756
C: 1.823 -3.179 1.563
O: 1.221 -2.176 0.990
C: 1.883 -3.270 2.955
C: 1.265 -2.205 3.636
N: 0.720 -1.267 4.036
C: 2.543 -4.349 3.588
N: 3.056 -5.273 4.046
H: 2.231 -3.998 -0.236
H: 2.855 -4.888 1.132
C: 2.230 1.774 -3.701
Te: 2.541 2.021 -1.596
C: 3.864 3.683 -1.830
H: 2.055 2.756 -4.135
H: 1.356 1.144 -3.849
H: 3.090 1.307 -4.173
H: 4.779 3.383 -2.332
H: 4.094 4.056 -0.835
H: 3.355 4.461 -2.393
C: -1.948 0.263 -3.993
Si: -2.151 1.454 -2.563
C: -3.941 1.638 -2.053
C: -1.364 3.108 -2.909
C: -1.279 0.658 -1.120
C: -0.722 0.132 -0.169
H: -2.454 0.644 -4.882
H: -2.370 -0.714 -3.752
H: -0.892 0.131 -4.238
H: -4.530 2.075 -2.861
H: -4.028 2.292 -1.184
H: -4.375 0.670 -1.800
H: -1.959 3.652 -3.645
H: -0.354 2.993 -3.305
H: -1.300 3.712 -2.004

Atomic partial charges in e from the Löwdin method, atoms 1 to 6: 1.02 0.02 -0.21 -0.05 0.16 -0.35

Energy above the lowest of the compared OMol25 structures with the same formula, charge and spin
In order: 114.0, 118.0, 0.0
Unit: kcal/mol